{
  "formula": "C4H10N4",
  "method": "the ωB97M-V functional and the def2-TZVPD basis",
  "elements": ["N", "N", "N", "N", "C", "C", "C", "C", "H", "H", "H", "H", "H", "H", "H", "H", "H", "H"],
  "xyz": [[-0.704209, -1.838088, 0.215913], [1.421922, 0.487230, -0.216247], [0.044000, 0.030623, -1.298933], [-2.189903, -0.133435, -0.306108], [-0.789830, -0.507678, -0.271141], [2.211673, -0.672904, 0.119207], [-0.390375, 2.086915, 0.376569], [0.105775, 0.707747, 0.059087], [-0.528884, -1.907181, 1.208007], [-2.712899, -0.909314, -0.696670], [-1.325574, 2.049741, 0.934712], [2.946845, -0.812480, -0.676659], [1.731850, -1.643017, 0.244827], [-0.543324, 2.666144, -0.534443], [2.764362, -0.450717, 1.037405], [-2.328082, 0.686541, -0.884657], [0.358001, 2.589249, 0.988799], [-0.071349, -2.429375, -0.299669]],
  "forces_ev_per_a": [[0.1700, -0.6126, 0.0877], [-1.0955, -1.0543, -1.4005], [1.3021, 0.9916, -0.1413], [0.4762, 0.0771, -0.4681], [0.4808, 0.9231, 1.6551], [0.4316, -0.4752, -0.0490], [0.0183, -0.0521, 0.0349], [-1.4216, -0.6340, 0.2681], [-0.0548, 0.0349, -0.0844], [0.0232, 0.0468, 0.0437], [-0.0105, -0.0500, -0.0255], [0.0154, 0.1762, 0.1011], [-0.3222, 0.2865, 0.1289], [0.0532, 0.0179, -0.0144], [-0.0281, 0.1243, -0.0233], [-0.0795, 0.0405, -0.0454], [-0.0099, 0.0262, -0.0291], [0.0512, 0.1330, -0.0383]],
  "orbital_gap_ev": 9.52,
  "relative_energy_kj_mol": 406.26,
  "e_lumo_ha": 0.0338
}